{
  "formula": "C3H6O3",
  "method": "ωB97M-V/def2-TZVPD",
  "symbols": ["C", "C", "C", "O", "O", "O", "H", "H", "H", "H", "H", "H"],
  "coordinates": [[-0.165, 1.454, 1.220], [0.042, 0.178, 0.968], [-0.040, -0.421, -0.417], [1.242, -0.737, -0.912], [-0.595, 0.451, -1.333], [-0.801, -1.586, -0.301], [-0.423, 2.138, 0.430], [-0.093, 1.852, 2.217], [0.285, -0.542, 1.735], [1.702, -1.307, -0.287], [-0.072, 0.397, -2.142], [-1.082, -1.876, -1.178]],
  "forces_ev_per_a": [[0.02, -0.01, 0.05], [-0.13, -0.13, -0.36], [0.12, -0.20, 0.16], [0.19, 0.14, -0.25], [-0.06, 0.13, -0.20], [-0.20, -0.16, 0.27], [-0.06, 0.10, -0.17], [0.04, 0.02, 0.20], [0.03, -0.04, 0.20], [-0.11, -0.03, 0.03], [0.04, 0.03, 0.08], [0.12, 0.13, 0.00]],
  "total_energy_ha": -343.611951,
  "smiles": "C=CC(O)(O)O",
  "de_lowest_kcal_mol": 26.7
}